(1)
56
Properties=species:S:1:pos:R:3:forces:R:3:lowdin_charge:R:1 method="wB97M-V/def2-TZVPD" e_homo_ev="-8.6670 / -10.3349" multiplicity=3 lumo_ev="-3.59 / -3.96" total_charge=+1 homo_lumo_gap_ev="5.075 / 6.378"
W 0.64470 0.36575 0.54529 -0.7 1.3 0.5 1.31
Br 1.93284 2.10421 2.34450 0.2 -0.3 -0.5 0.17
Se 2.67910 -0.62517 1.55990 0.3 0.0 0.1 0.34
S -0.97243 2.63691 0.83408 0.5 -0.5 0.0 0.76
O 3.40616 4.39822 -2.36637 0.2 0.0 0.1 0.11
O -1.07510 -0.08984 -0.12639 -1.5 -0.7 -0.5 -0.34
N -0.98038 1.38884 3.13117 0.1 0.2 0.0 -0.04
N 0.10200 -1.86545 1.22050 0.5 0.3 0.4 -0.07
N 1.19195 -0.90451 -1.28193 0.1 0.2 0.4 -0.06
N 0.66074 1.64977 -1.20504 1.2 -0.1 0.7 -0.17
N -0.44239 0.29063 2.50028 0.6 -0.4 -0.8 -0.17
N -1.91624 3.47794 3.16312 0.0 0.0 0.0 0.12
N 1.01407 -1.88660 -3.21789 0.0 0.0 0.0 0.14
C 1.21585 3.43537 -2.62113 0.1 0.0 0.0 0.03
C 2.80538 2.59683 -1.01031 0.8 -0.4 0.4 0.00
C -1.30220 2.49252 2.48549 0.0 -0.1 -0.1 -0.84
C -1.01295 -0.70327 -2.42077 -0.2 0.1 0.0 -0.10
C -0.24391 -0.72940 4.78284 0.1 0.1 -0.1 0.00
C 1.87214 1.66017 -0.63082 -1.5 0.3 -0.5 -0.41
C -3.00921 0.23059 -1.42168 0.0 0.1 0.2 0.00
C -1.69940 -0.78858 -3.63875 0.1 0.0 0.0 -0.03
C -0.01103 -1.99546 2.58382 -0.1 0.0 -0.1 -0.30
C 0.36088 -1.15137 -2.29647 0.1 0.1 0.2 -0.27
C 0.04365 -3.27379 3.17969 0.0 0.0 0.0 0.00
C 2.40222 -1.48762 -1.58975 0.2 0.0 0.0 -0.14
C -0.25323 -0.80275 3.28655 -0.1 0.1 0.1 -0.30
C 2.48223 3.49901 -2.02026 -0.3 -0.3 0.1 -0.29
C 0.04704 -4.24748 0.99978 0.0 0.0 0.1 -0.05
C 2.30357 -2.10054 -2.79148 0.0 0.0 0.1 -0.04
C -1.67976 -0.18058 -1.29864 0.3 0.0 -0.4 -0.32
C 0.31745 2.50088 -2.17037 -0.5 0.0 -0.2 -0.11
C -3.00567 -0.36795 -3.75237 -0.1 0.0 -0.1 -0.08
C -3.66107 0.14282 -2.63339 0.1 0.0 0.0 -0.06
C 0.07031 -4.39325 2.39342 0.0 0.0 0.0 -0.05
C 0.08885 -2.97734 0.47990 0.0 0.1 -0.3 -0.12
H -0.68435 2.42072 -2.57670 0.0 0.0 0.0 0.13
H -3.50333 0.61806 -0.54047 0.0 0.0 0.0 0.12
H -1.99425 4.37011 2.70779 0.0 0.0 0.0 0.10
H 0.71926 -0.32971 5.11664 0.0 0.0 0.0 0.11
H 0.09726 -5.37610 2.84404 0.0 0.0 0.0 0.12
H 0.02285 -5.10367 0.34263 0.0 0.0 0.0 0.11
H -1.14031 1.32027 4.12058 0.1 0.0 0.1 0.13
H 3.02261 -2.66521 -3.35670 0.0 0.0 0.0 0.13
H 0.12822 -2.84159 -0.59126 0.0 0.0 0.1 0.10
H 3.77703 2.64955 -0.53650 0.0 0.0 0.0 0.13
H 0.05398 -3.36387 4.25498 0.0 0.0 0.0 0.11
H 0.93679 4.11799 -3.41320 0.0 0.0 0.0 0.13
H -1.02960 -0.10205 5.20463 -0.1 -0.1 0.1 0.07
H -1.94855 3.47364 4.16926 -0.1 0.0 0.0 0.12
H -1.19749 -1.17824 -4.51658 0.0 0.0 0.0 0.11
H -0.37650 -1.70891 5.22976 0.0 0.0 0.0 0.07
H -3.52102 -0.43714 -4.70022 0.0 0.0 0.0 0.11
H 3.25457 -1.41307 -0.93725 -0.1 0.0 0.0 0.05
H 3.07719 5.00688 -3.03557 -0.1 0.0 -0.1 0.13
H 0.61537 -2.23772 -4.07038 -0.1 0.0 0.0 0.16
H -4.68588 0.48051 -2.71199 0.0 0.0 0.0 0.11

(2)
65
Properties=species:S:1:pos:R:3:forces:R:3:lowdin_charge:R:1 method="wB97M-V/def2-TZVPD" e_homo_ev="-8.7276 / -8.7824" multiplicity=4 lumo_ev="-1.64 / -1.82" homo_lumo_gap_ev="7.085 / 6.959"
Cr -0.49734 -1.09760 1.79277 -0.5 0.3 -0.4 0.66
Cl 0.01852 1.79878 1.01806 0.0 0.4 -0.2 0.89
S 0.96310 -3.78320 1.31256 0.2 0.0 0.0 0.56
S -3.91829 -2.69508 4.67082 0.0 -0.1 -0.1 0.87
S -2.76361 -1.72564 2.05232 0.0 0.0 0.0 0.75
F 1.73598 -2.90678 3.73204 0.0 0.0 -0.1 0.11
F 2.14595 -4.99133 3.35880 0.0 0.0 0.0 0.15
F 3.35788 -3.47153 2.41433 -0.1 0.0 0.0 0.13
O 3.41476 -0.30883 -4.54628 -0.2 0.1 0.0 0.06
O -0.83220 2.65521 0.21492 0.0 -0.1 0.0 -0.42
O -0.25379 -3.09231 1.85591 0.6 0.1 -0.1 -0.44
O -0.96051 0.85450 1.77726 0.1 -0.3 0.1 -0.55
O 0.68810 2.57794 2.05700 0.0 -0.2 0.1 -0.43
O 1.64092 -2.97921 0.33282 0.0 0.0 0.0 -0.29
O 0.74207 -5.16166 1.02513 -0.2 0.0 0.1 -0.24
O 1.43740 -0.61119 1.93508 0.0 -0.2 0.0 -0.20
N -1.62202 -1.56126 4.48976 -0.3 -0.2 0.2 -0.05
N 1.82312 -0.31406 -2.97251 0.0 0.2 0.1 0.16
N 1.56510 0.86773 -5.05220 -0.2 0.0 0.0 0.14
N -0.57338 -0.93384 -0.32450 0.0 0.2 -0.2 -0.02
N 2.02619 0.08407 2.88785 -0.2 0.0 -0.1 -0.10
N -0.59499 -0.97838 3.79725 -0.2 -0.2 0.1 -0.10
C -4.53010 -3.95948 3.52132 0.1 0.2 0.1 -0.40
C -0.48542 1.87915 -5.81576 0.0 0.0 -0.1 -0.04
C -1.54936 2.74951 -5.65284 0.0 0.0 0.0 -0.04
C -2.84512 4.45916 -4.32074 0.1 -0.1 0.0 -0.05
C 0.54678 -0.73273 -1.02439 -0.1 -0.2 0.2 -0.07
C -1.75042 -0.77585 -0.95215 0.1 -0.1 0.1 -0.12
C 0.56225 -0.43547 -2.38056 0.0 0.0 -0.2 -0.19
C 1.48703 0.25540 4.11436 0.0 0.1 0.0 -0.13
C 0.49023 1.77036 -4.82861 0.1 0.0 0.0 -0.28
C -1.67159 3.52868 -4.50362 -0.1 0.1 0.1 -0.27
C 2.11707 -3.79333 2.79048 0.0 0.1 0.0 -0.63
C -0.65764 -0.35068 -3.03752 0.0 0.0 -0.1 0.02
C 2.30674 0.07827 -4.21472 0.2 -0.1 0.0 -0.52
C 0.23479 -0.34657 4.53028 0.1 -0.1 0.2 -0.02
C 0.39669 2.55595 -3.69146 0.0 0.0 0.1 -0.02
C -2.61331 -1.97532 3.74478 0.3 0.3 -0.1 -1.03
C 3.39123 1.61171 4.71474 0.1 0.0 0.0 -0.02
C 3.20772 0.63218 2.55840 0.1 0.0 -0.2 0.02
C 3.91432 1.39871 3.44579 0.0 0.1 0.2 -0.01
C -1.81943 -0.49376 -2.29835 0.0 0.0 -0.1 -0.01
C 2.18700 1.02926 5.03467 -0.1 0.1 0.2 0.02
C -0.68059 3.42154 -3.53564 0.0 -0.1 0.1 -0.02
H -2.30390 2.81855 -6.43014 0.0 0.0 0.0 0.12
H -0.40752 1.26887 -6.70980 0.0 0.0 0.1 0.12
H 3.52731 0.42751 1.54840 -0.1 0.0 0.0 0.16
H 4.85362 1.83413 3.13628 0.0 0.0 0.0 0.12
H 1.74140 1.17351 6.01078 0.0 0.0 -0.1 0.13
H -2.79179 4.96768 -3.35875 0.0 0.0 0.0 0.08
H 1.16077 2.49821 -2.92355 -0.1 0.0 0.0 0.12
H -2.87393 5.21497 -5.10831 0.0 0.0 0.0 0.08
H -2.64744 -0.89393 -0.36344 0.0 0.0 0.0 0.07
H -0.00506 -0.28051 5.58580 0.1 0.0 0.1 0.15
H 2.00750 0.93074 -5.95348 0.1 0.0 -0.1 0.15
H -3.78779 3.90883 -4.36076 0.0 0.0 0.0 0.08
H -3.87754 -4.82687 3.56981 0.0 0.0 -0.1 0.04
H -0.70988 -0.17529 -4.10356 0.0 0.0 0.1 0.11
H -0.74742 4.01312 -2.63085 0.0 0.0 0.0 0.11
H 2.56659 -0.77669 -2.47433 0.1 -0.1 0.0 0.15
H 1.47653 -0.86633 -0.49072 0.0 0.0 0.1 0.10
H -4.56528 -3.56516 2.51157 -0.1 0.0 0.0 -0.01
H -2.78646 -0.39662 -2.77290 0.0 0.0 0.0 0.12
H -5.53118 -4.22617 3.85138 0.0 0.0 0.0 0.03
H 3.91962 2.21842 5.43893 0.0 0.0 0.0 0.12

(3)
53
Properties=species:S:1:pos:R:3:forces:R:3:lowdin_charge:R:1 method="wB97M-V/def2-TZVPD" e_homo_ev="-4.0158 / -4.0165" lumo_ev="2.55 / 2.55" total_charge=-1 homo_lumo_gap_ev="6.564 / 6.565"
Os 0.14337 1.28254 -0.25353 -1.2 0.4 -1.6 1.08
Cl 0.51016 3.66392 2.03932 -0.1 0.0 0.2 0.36
S -2.54730 1.40019 -1.21229 1.1 0.3 -0.1 0.54
F 5.32558 3.41549 3.01373 0.0 0.0 0.0 0.07
F 3.56634 5.68715 -0.71048 0.0 0.0 0.0 0.08
F 2.18187 3.53401 -1.39092 -0.1 0.0 -0.1 0.07
F 3.88202 1.28455 2.43993 0.0 0.0 0.0 0.07
N -6.48654 -5.43328 -0.86495 0.0 0.0 0.0 0.13
N 2.19094 1.21375 0.08624 -0.6 -0.2 0.7 -0.15
N 0.67394 -1.00855 -0.66694 0.0 0.1 -0.1 -0.25
C -3.03647 -1.50984 0.43763 0.0 0.0 0.0 -0.18
C 3.64899 4.59190 0.06959 0.0 0.0 0.0 -0.22
C -2.02513 -0.47042 0.88738 -0.1 0.0 -0.1 -0.34
C -4.23037 -2.78310 -1.23581 0.0 0.0 0.1 -0.02
C 0.11043 -1.85240 0.43715 0.0 0.1 0.0 -0.16
C 2.14392 -1.06781 -0.61829 0.0 0.1 0.1 -0.20
C -4.55818 -3.28062 1.10144 0.0 0.0 -0.1 -0.03
C 0.42624 -0.57283 -3.14428 0.0 0.0 0.0 -0.10
C 4.48237 4.61296 1.17034 0.0 -0.1 0.0 0.05
C 2.95132 2.29066 0.48078 0.2 0.2 0.1 -0.23
C 3.81308 2.33177 1.58834 -0.2 0.0 0.0 -0.17
C -3.67072 -2.27236 1.42183 0.0 0.0 0.0 -0.03
C 4.54530 3.45481 1.91405 0.0 0.1 0.0 -0.22
C -1.58024 0.61725 -0.06357 0.1 -0.7 1.6 -0.94
C 2.66875 -0.11498 0.44220 0.2 -0.1 -0.4 -0.24
C 0.19157 -1.51169 -1.97519 0.1 -0.1 0.1 -0.25
C -3.34474 -1.77465 -0.89468 0.0 0.0 0.0 -0.05
C -0.77170 -1.14200 1.46620 0.1 0.0 -0.1 -0.16
C -5.75249 -4.59144 -0.58945 -0.1 -0.1 0.0 -0.20
C -4.83726 -3.54557 -0.24002 0.1 0.1 0.0 -0.25
C 2.91625 3.47967 -0.27487 0.1 -0.2 0.0 -0.21
C -0.33733 3.16937 0.45628 0.4 0.2 -0.3 -0.75
H -1.05077 -1.88097 2.22490 0.0 0.0 0.0 0.11
H -2.91774 -1.15012 -1.66614 0.0 0.0 0.0 0.05
H -5.03923 -3.86100 1.87733 0.0 0.0 0.0 0.11
H -0.09813 3.99870 -0.21378 0.0 0.0 0.1 -0.02
H 3.76261 -0.17062 0.42313 0.0 0.1 0.0 0.12
H -1.38968 3.26322 0.72259 0.0 -0.1 -0.1 -0.05
H -0.21806 -0.86534 -3.97568 0.0 0.0 0.0 0.07
H 0.17660 0.45153 -2.86197 0.0 0.0 0.0 0.03
H -2.50583 0.08011 1.70761 0.1 0.0 0.0 0.15
H 2.48333 -2.09600 -0.42929 0.0 0.0 0.0 0.12
H -0.43109 -2.68920 -0.01547 -0.1 0.0 0.0 0.12
H -0.18111 -0.36790 1.95991 0.0 0.0 0.0 0.10
H -4.46253 -2.97639 -2.27475 0.0 0.0 0.0 0.12
H -3.46036 -2.06608 2.46520 0.0 0.0 0.0 0.12
H 0.94882 -2.28898 0.98495 0.0 0.0 0.0 0.11
H 2.35571 -0.43460 1.44244 0.0 0.0 0.0 0.11
H 5.04895 5.49193 1.43649 0.0 0.0 0.0 0.13
H 1.45829 -0.59350 -3.49751 0.0 0.0 0.0 0.06
H 0.67037 -2.48483 -2.17173 -0.1 0.0 0.0 0.12
H -0.87306 -1.70394 -1.86743 0.0 0.1 0.0 0.08
H 2.52895 -0.75443 -1.58796 0.0 0.1 0.0 0.11

(4)
49
Properties=species:S:1:pos:R:3:forces:R:3:lowdin_charge:R:1 method="wB97M-V/def2-TZVPD" e_homo_ev=-8.9453 lumo_ev=0.59 homo_lumo_gap_ev=9.531
Cl -7.10245 -3.51690 0.58764 -0.1 0.0 0.2 0.67
O 3.42973 0.28371 -0.75868 0.1 0.0 -0.3 0.08
O 5.00099 5.35553 0.65690 0.0 0.2 -0.1 0.10
O -1.59784 -0.79874 -2.46494 -0.1 0.2 -0.4 0.14
N -2.25879 -2.32629 -0.97207 -0.6 -0.3 -0.2 0.22
N 2.60842 1.24672 1.10744 0.1 0.1 0.2 -0.04
C -6.12417 -3.83910 -0.80003 0.2 0.0 -0.2 -0.66
C -0.67638 -0.80269 -1.46695 0.2 -0.6 1.1 -0.18
C -6.14710 -5.10013 -1.37369 0.0 0.0 0.0 -0.11
C 0.47301 -0.05415 -1.31294 -0.2 0.1 -0.2 0.08
C 0.81579 -1.24365 0.78069 0.1 0.1 0.0 -0.04
C -4.54406 -3.07990 -2.43503 -0.1 -0.1 -0.1 -0.23
C 2.50780 0.44637 0.01864 -0.1 -0.1 0.0 -0.42
C 2.49997 3.97976 1.97849 -0.1 0.0 -0.3 -0.15
C 1.23415 3.16618 1.72535 0.2 -0.1 0.3 -0.16
C -3.66946 -1.98733 -2.98460 0.1 0.1 0.0 -0.05
C 3.84126 1.96928 1.34490 0.3 0.0 -0.3 -0.11
C 1.50920 1.67507 1.93965 -0.5 0.2 0.0 -0.15
C 4.85879 4.33823 1.28599 -0.1 -0.4 0.1 -0.42
C -4.56044 -4.34165 -3.01105 0.0 0.1 0.0 -0.04
C -5.35841 -5.34261 -2.48350 0.0 0.0 0.0 -0.07
C 5.84277 3.89561 2.33551 0.2 0.3 -0.1 0.00
C -0.32774 -1.99785 0.61790 -0.1 0.0 -0.2 0.01
C -5.33364 -2.83041 -1.32079 -0.1 -0.1 0.0 -0.07
C -1.08619 -1.76435 -0.52047 0.6 0.8 -0.6 -0.20
C -2.50735 -1.73925 -2.08952 0.1 -0.3 0.5 -0.31
C 1.20878 -0.28084 -0.15861 -0.1 -0.3 -0.1 -0.15
C 3.63321 3.46200 1.07728 -0.1 0.1 0.0 -0.23
H 1.43940 -1.40224 1.64841 0.1 0.0 0.1 0.12
H -3.94689 -4.54568 -3.87589 0.1 0.0 -0.1 0.11
H 6.58912 4.67125 2.48593 0.0 0.0 0.0 0.09
H -3.29308 -2.24983 -3.97660 -0.1 0.1 0.0 0.13
H 4.14049 1.79854 2.38401 0.0 0.0 0.0 0.13
H 5.33517 3.68961 3.27445 -0.1 -0.1 0.1 0.08
H 2.79333 3.88398 3.02712 0.0 0.0 0.1 0.12
H 2.31933 5.03559 1.77171 0.0 0.0 0.1 0.12
H 4.59369 1.55428 0.67133 0.0 0.0 0.2 0.13
H -0.62789 -2.74233 1.33640 0.0 -0.1 0.1 0.12
H -5.36576 -6.32146 -2.93840 0.0 -0.1 0.0 0.11
H 0.89836 3.32238 0.69843 -0.1 0.0 0.0 0.12
H 0.43789 3.48771 2.39781 -0.1 0.0 0.0 0.11
H 3.32101 3.59020 0.03500 0.1 0.0 0.1 0.16
H 0.79080 0.66614 -2.04911 0.1 0.1 -0.1 0.13
H -4.23277 -1.05393 -3.08139 0.0 0.0 -0.1 0.14
H 6.33745 2.98470 2.00515 0.0 -0.2 0.0 0.09
H -5.32557 -1.85723 -0.85605 0.0 0.1 0.1 0.12
H 1.77706 1.49919 2.98901 -0.1 0.0 0.0 0.13
H -6.77016 -5.87495 -0.95596 -0.1 0.0 0.1 0.10
H 0.61914 1.09149 1.70513 0.1 0.1 0.1 0.12

Across the entries above, electronic energy takes the values -185725.107, -130073.532, -64319.422, -44801.170 eV, respectively.